# 1
# C14H21NO2S

A single C14H21NO2S molecule (ωB97M-V/def2-TZVPD, OMol25).

Atoms and positions in Å:
S  1.165  -1.908  1.751
O  2.453  -1.918  2.267
O  0.197  -3.118  1.421
N  0.178  -0.690  2.745
C  2.553  0.545  -1.184
C  -1.347  0.964  3.313
C  -2.884  -0.955  3.240
C  0.360  2.148  -3.643
C  1.785  0.345  -4.711
C  -2.926  0.530  3.541
C  1.354  1.222  -3.560
C  -1.943  -1.065  2.056
C  0.285  -1.299  -0.919
C  -0.893  -0.270  2.343
C  1.234  -1.063  0.073
C  2.210  -0.061  0.030
C  0.453  -0.255  -2.063
C  1.434  0.555  -2.248
H  1.121  -0.175  -4.714
H  -2.635  -1.767  3.998
H  -0.387  -0.580  -2.870
H  3.232  1.242  -1.418
H  2.138  0.763  -5.492
H  -0.750  0.342  1.241
H  -3.865  -1.140  3.001
H  2.606  -0.461  -4.539
H  -3.204  0.725  4.489
H  -0.607  1.464  -3.824
H  -0.922  0.663  4.339
H  -0.424  -1.949  -0.659
H  2.493  1.887  -3.400
H  -1.697  -2.200  1.887
H  2.770  0.074  0.750
H  0.461  2.590  -4.470
H  -2.360  -0.806  1.066
H  -1.131  1.769  3.107
H  0.989  -0.104  3.124
H  -3.599  1.230  2.674
H  0.100  2.726  -2.743

Properties
ΔE to the lowest compared entry with this formula, charge and spin = 1472.26 kJ/mol
SMILES string = CC(C)c1ccc(S(=O)(=O)NC2CCCC2)cc1
HOMO-LUMO gap = 8.94 eV

# 2
# C14H22BN6O4S

2 unconnected molecules or ions with the total composition C14H22BN6O4S (ωB97M-V/def2-TZVPD, OMol25).

Atoms and positions in Å:
S  -1.174  1.538  1.094
O  4.513  0.577  2.256
O  -1.252  -1.051  1.827
O  2.661  -0.792  1.529
O  2.614  0.215  3.662
N  3.269  -3.782  2.128
N  2.425  -3.301  -0.008
N  -2.351  -0.655  -0.031
N  -2.439  -2.007  0.254
N  -6.366  3.350  -2.127
N  4.354  -2.180  0.722
C  3.371  -3.153  0.982
C  0.168  1.106  -1.384
C  2.361  -1.891  -0.569
C  0.328  1.616  0.067
C  -1.649  -0.123  0.905
C  -4.229  4.039  -1.295
C  -5.475  4.298  -1.845
C  -6.026  2.092  -1.858
C  -1.790  -2.183  1.342
C  -3.889  2.724  -1.019
C  -4.807  1.726  -1.306
C  3.334  -1.110  0.346
C  0.983  -1.289  -0.774
C  1.069  -0.084  -1.729
B  3.268  0.039  2.478
H  0.346  -2.062  -1.204
H  4.777  -2.395  -0.186
H  1.158  1.118  0.570
H  -3.545  4.852  -1.088
H  -6.770  1.341  -2.099
H  -1.648  -3.116  1.861
H  0.859  -0.425  -2.744
H  2.103  0.282  -1.746
H  1.711  0.542  3.594
H  -2.925  2.479  -0.585
H  -0.880  0.855  -1.558
H  4.023  -4.300  2.561
H  2.358  -3.814  2.569
H  2.771  -3.911  -0.746
H  0.593  -1.018  0.206
H  0.455  1.924  -2.046
H  2.848  -1.936  -1.552
H  0.541  2.684  0.043
H  -4.582  0.687  -1.107
H  4.513  1.438  1.828
H  -5.779  5.314  -2.072
H  3.797  -0.258  -0.144

Properties
total charge = +1
HOMO-LUMO gap = 5.79 eV

# 3
# C14H22BiBrN2O4P

A molecular structure, C14H22BiBrN2O4P (ωB97M-V/def2-TZVPD, OMol25).

Atoms and positions in Å:
Bi  1.119  -0.235  0.807
Br  4.142  2.180  1.487
P  -0.786  -1.789  -0.157
O  -0.757  0.923  1.004
O  2.338  -1.223  -0.709
O  3.349  -1.121  -2.692
O  -2.086  2.176  2.317
N  1.273  1.269  -1.011
N  1.429  2.237  1.810
C  -1.001  1.898  1.850
C  -0.185  -2.586  -2.860
C  -1.495  -2.809  1.209
C  -0.142  -3.016  -1.419
C  -2.815  -3.496  0.829
C  2.722  -0.633  -1.791
C  0.135  3.808  3.057
C  -2.226  -0.854  -0.797
C  1.315  4.524  3.357
C  2.496  2.910  2.113
C  2.520  4.091  2.872
C  0.245  2.688  2.254
C  -1.883  0.223  -1.812
C  2.411  0.879  -1.857
H  1.302  5.383  4.023
H  -0.832  4.164  3.413
H  3.466  4.543  3.123
H  0.254  -3.368  -3.480
H  0.418  -1.713  -3.083
H  3.291  1.389  -1.488
H  0.382  1.199  -1.511
H  -1.154  -2.413  -3.270
H  -3.635  -2.815  0.740
H  -0.732  -3.933  -1.289
H  -1.616  -2.182  2.086
H  -2.871  -1.601  -1.244
H  -0.784  -3.564  1.512
H  -2.735  -0.414  0.087
H  -1.510  1.128  -1.370
H  2.224  1.146  -2.890
H  1.302  2.229  -0.620
H  -1.176  -0.095  -2.573
H  -2.746  -4.097  -0.078
H  -3.076  -4.273  1.535
H  -2.769  0.498  -2.340
H  0.881  -3.257  -1.145

Properties
ΔE to the lowest compared entry with this formula, charge and spin = 0.00 kJ/mol
total charge = +1
HOMO-LUMO gap = 9.20 eV

Asked for HOMO level across the records above, the calculation gives -8.64, -11.01, -12.69 eV in order.
Asked for electronic energy across the records above, the calculation gives -1148.94893, -1599.01977, -4086.96939 hartree in order.
Asked for LUMO across the records above, the calculation gives 0.3, -5.2, -3.5 eV in order.